No. 1
9 unconnected molecules or ions with the total composition C32H84N2O12 in a non-equilibrium geometry. Source: the OMol25 dataset; level of theory: ωB97M-V/def2-TZVPD.

Results
**LUMO level**: 0.592 eV
**Total charge**: 0
**Total energy**: -62091.7270 eV
**Kohn-Sham gap**: 0.347 hartree
**E_HOMO**: -8.8 eV

XYZ file:
```
130
C32H84N2O12 | the OMol25 dataset | ωB97M-V/def2-TZVPD
O 0.3257 2.0611 0.7007
O 2.4320 -2.0550 4.8203
O -6.1467 -5.2973 -3.0709
O 2.8060 -1.7849 0.2907
O -3.5992 -1.6796 4.5788
O 2.0850 3.5316 2.2972
O 6.5874 1.8028 -1.9121
O -1.9820 1.7810 -1.6838
O 1.4412 1.7928 -1.8519
O -3.0031 3.1550 1.4069
O -2.3277 -3.3044 0.1839
O 4.4289 0.7794 -6.1660
N -2.4948 0.6979 2.5729
N -4.1504 -4.9557 -1.2199
C 6.2069 1.1296 0.3761
C -2.7546 -5.2810 -1.0491
C 3.3063 1.1638 -5.3390
C -3.9988 -2.2783 5.7781
C 3.8544 1.9456 -4.1568
C 0.9156 0.8026 0.2956
C -7.3634 -5.0653 -3.7396
C -2.2797 2.3411 -3.9976
C -3.4568 4.4568 1.1093
C 0.8273 5.4867 1.8947
C 0.6386 -1.1836 3.4966
C 2.3685 2.0164 -6.1986
C -1.4144 -2.3303 0.6330
C -3.9863 2.1657 1.2200
C -2.6658 2.6828 -2.5781
C -3.3077 0.8205 1.3328
C 4.4378 -3.2102 -0.8222
C 8.5261 1.2761 -0.5918
C 2.6913 4.7852 0.3591
C 1.5338 -0.9527 4.7021
C -6.3346 -5.8597 -1.7772
C 3.0367 -3.1204 -0.2040
C 7.1310 1.8920 -0.5731
C -2.8407 -0.4942 4.7409
C 0.7706 -0.8661 6.0279
C -2.0804 4.0208 -2.1723
C 1.9672 -3.3325 -1.2231
C 1.9697 1.0950 -0.7260
C 2.2235 4.8917 1.7916
C -3.3506 0.5889 3.7949
C -4.9676 -6.1708 -1.2171
C -1.8229 -4.0801 -0.8853
H -4.3013 -4.6071 -2.1641
H -1.9094 -1.8461 1.4805
H -2.3328 4.8072 -2.8930
H -2.8695 2.9187 -4.7152
H 3.0874 2.5672 -3.7049
H -0.5478 1.8784 1.0613
H 2.0562 -2.7854 5.3179
H 7.1271 2.9597 -0.3674
H 9.1737 1.7568 -1.3192
H 2.8516 2.8350 -6.7398
H -6.9435 -5.1878 -1.1617
H 6.3721 1.4997 1.3929
H 4.3854 1.2582 -3.4942
H -2.3411 -5.8900 -1.8769
H -3.9616 4.4738 0.1372
H 4.6966 2.5889 -4.4314
H 2.1491 -2.6870 -2.0864
H 0.3244 -1.8295 6.2744
H -6.8992 -6.7900 -1.9424
H -0.9992 4.0009 -2.0609
H -2.5264 1.2964 -4.2127
H 0.8747 2.4834 -1.4864
H -2.5819 -5.9129 -0.1708
H 1.8572 4.5465 -0.3001
H 1.0187 -3.0238 -0.7863
H -4.5715 -6.9901 -1.8423
H -2.5235 4.3890 -1.2438
H 2.7053 1.7355 -0.2176
H 8.4290 0.2162 -0.8361
H -0.4797 -2.7706 0.9914
H -0.8197 -4.4592 -0.6726
H -1.8306 -3.5275 -1.8369
H 1.3538 0.2810 1.1475
H 3.0422 5.7773 0.0337
H 6.4950 0.0776 0.4314
H 5.1772 1.2701 0.0608
H 4.4623 -2.4795 -1.6399
H 0.8130 6.5506 1.6371
H 0.4636 5.3925 2.9176
H -7.9163 -6.0004 -3.9056
H -7.1430 -4.6164 -4.7030
H -4.6171 -3.1489 5.5680
H 1.9059 1.3813 -6.9568
H -2.6167 5.1401 1.1661
H 0.1539 4.9082 1.2597
H -2.2296 0.8654 -1.8371
H 1.5607 -0.6772 6.7624
H 4.4915 -4.1436 -1.3913
H -5.0279 -6.5806 -0.2067
H -3.3129 1.5377 4.3515
H 2.1700 -0.0786 4.5566
H -2.7080 0.5913 0.4515
H 2.3998 0.1771 -1.1086
H 2.7235 0.2835 -5.0774
H 2.8882 5.3788 2.5011
H -3.7399 2.6733 -2.3828
H -4.4681 -1.5661 6.4625
H -4.4892 2.2621 0.2493
H 1.1207 -1.4646 2.5661
H -4.4362 0.5125 3.6704
H -4.0573 0.0209 1.3461
H -1.2195 2.5022 -4.1758
H -1.7887 -0.7042 4.5614
H 1.5977 2.4589 -5.5630
H -8.0011 -4.4131 -3.1301
H -4.7627 2.2163 1.9993
H 1.6796 3.0194 1.5823
H 4.5919 1.4859 -6.7969
H -1.2313 -1.5185 -0.0808
H 6.3925 0.8778 -2.0945
H 8.9338 1.3218 0.4226
H 3.3353 -1.7491 1.0960
H 0.0987 -0.0142 6.1228
H -2.2320 1.6809 2.6627
H -4.2223 4.7585 1.8402
H -0.0496 -1.9646 3.8539
H 0.0462 0.2543 -0.0735
H 5.2431 -3.0617 -0.1113
H -0.0719 -0.3684 3.3196
H -2.9605 -0.0956 5.7573
H 3.5584 4.1422 0.2294
H -3.1340 -2.7219 6.3086
H 3.0333 -3.8537 0.6106
H 1.8511 -4.3445 -1.6123
```

No. 2
8 unconnected molecules or ions with the total composition C32H84N4O12 in a non-equilibrium geometry. Source: the OMol25 dataset; level of theory: ωB97M-V/def2-TZVPD.

Results
**LUMO level**: 0.585 eV
**Relative energy (zero: lowest compared OMol25 entry of this formula, charge and spin)**: 41.7 kJ/mol
**Total charge**: 0
**Total energy**: -65070.0738 eV
**Kohn-Sham gap**: 0.333 hartree
**E_HOMO**: -8.5 eV

XYZ file:
```
132
C32H84N4O12 | the OMol25 dataset | ωB97M-V/def2-TZVPD
O 2.4851 3.1979 -0.1444
O -5.0303 3.6451 -0.5766
O -3.0665 -2.7415 1.0380
O -7.5825 0.3022 1.2774
O -5.2578 -2.7657 -3.6116
O 0.6426 -3.3293 -3.8454
O 4.4436 -1.0529 -1.9337
O -0.4794 -1.0204 -2.8264
O 8.8918 -0.3947 -0.2273
O 1.9069 -1.1332 1.9592
O 4.1658 3.3190 6.3270
O -0.9275 3.6424 -3.1982
N 6.3073 -1.1055 0.3513
N -3.7065 2.6085 -2.8930
N 2.7915 1.1127 4.7413
N -5.7316 -1.9701 2.3964
C 4.2959 3.1264 -1.6410
C -4.3741 -2.7173 0.4909
C -4.5424 1.8059 -2.0126
C -3.1439 -2.8153 -4.6884
C -2.3535 -3.9053 0.6900
C -6.4004 -0.8554 3.0454
C -1.5169 2.6616 -4.0540
C -8.7922 0.9807 0.9520
C 2.8676 2.6575 -1.4284
C 10.2979 -0.4259 -0.4409
C 0.1348 4.3466 -3.8141
C 7.0795 -0.3394 1.3239
C 0.6882 -4.2013 -2.7110
C 1.0715 -2.0638 2.6046
C 3.8210 4.4861 7.0401
C -5.6407 2.6557 -1.3658
C 4.1088 -1.5113 -0.6373
C 2.1256 0.1236 2.5739
C 4.9071 -0.7129 0.3540
C 3.7131 1.0130 5.8832
C -5.9679 4.5600 -0.0671
C 3.0272 -0.0046 3.8115
C 8.5660 -0.6130 1.1326
C 0.2047 -0.2366 -0.6938
C -5.1508 -1.5865 1.0977
C -0.8600 -1.0034 -1.4538
C 3.6624 -1.6019 -2.9529
C -7.7261 -0.4657 2.4587
C -2.4598 1.8785 -3.1709
C -3.9419 -2.2329 -3.5206
C -0.6398 -4.8994 -2.5282
C 3.5428 2.1676 6.8429
H -8.8906 1.7609 1.7125
H 1.1507 -0.7620 -0.5549
H 1.4483 -2.3417 3.5928
H 10.4217 -0.6721 -1.4985
H 2.1814 3.0584 -2.1772
H -0.1336 4.8528 -4.7447
H -8.2802 0.1290 3.2009
H -4.9828 -2.3231 2.9825
H -4.0424 1.3329 -1.1559
H -0.7794 1.9749 -4.4832
H 4.2016 4.3944 8.0651
H 3.5011 0.0699 6.3927
H -2.0738 3.2043 -4.8254
H -2.7375 0.9412 -3.6703
H 4.8589 2.8892 -0.7370
H -9.6145 0.2696 0.8744
H 4.0812 -0.0270 3.5044
H -1.0056 -5.4390 -3.4016
H 2.6772 -1.1250 -3.0883
H 2.7400 0.6397 1.8344
H 10.8252 -1.1781 0.1464
H -2.3310 -4.1108 -0.3812
H 2.8402 -0.9414 4.3402
H -0.5481 -5.6112 -1.7049
H -8.6800 1.4927 -0.0023
H 0.9362 3.6178 -3.9843
H 6.7101 -0.9592 -0.5663
H 3.3794 -2.6395 -2.7321
H -6.2555 3.1257 -2.1452
H -2.8047 -4.7666 1.1951
H -4.9903 1.0457 -2.6541
H 4.0016 1.8964 7.8042
H 0.9275 -3.5488 -1.8639
H -4.5999 -0.6388 1.0910
H -1.8081 -0.4801 -1.3221
H -5.7595 0.0291 3.1758
H 4.3273 5.3232 6.5696
H 6.8260 0.7254 1.2176
H 0.4538 0.7076 -1.1847
H 2.7401 4.6360 7.0860
H -0.9029 -2.0167 -1.0422
H -3.7050 -2.6917 -5.6131
H 4.7844 0.3651 0.1520
H -8.3918 -1.3188 2.2760
H -0.0529 -1.8517 -3.0783
H 9.1331 0.0492 1.7926
H -5.4293 5.3177 0.4970
H 4.8033 2.6358 -2.4746
H -1.3404 -3.8149 1.0762
H -6.6068 -1.1575 4.0784
H 0.7881 -3.8784 -4.6231
H 10.7014 0.5801 -0.2941
H -2.1496 -2.3674 -4.6792
H 4.5125 -0.8148 1.3699
H 1.1802 0.6246 2.7917
H 6.8364 -0.6480 2.3447
H 2.4799 2.3453 7.0418
H -6.6469 4.0367 0.6206
H -6.0278 -1.4045 0.4674
H -1.9913 1.5565 -2.2335
H -6.2872 1.9959 -0.7704
H -6.5984 5.0443 -0.8200
H -0.1419 0.0338 0.3097
H 4.3475 4.2010 -1.8119
H 1.5641 3.4683 -0.2011
H -1.3523 -4.1013 -2.3141
H 4.3630 -2.5732 -0.5247
H -3.0169 -3.8979 -4.5968
H -5.8935 -2.1130 -3.3061
H 1.5394 -4.8930 -2.7140
H 0.4988 5.0697 -3.0843
H -4.8966 -3.6783 0.5585
H -3.4514 -2.4715 -2.5716
H 0.9793 -2.9474 1.9817
H 3.0300 -1.4292 -0.4636
H 0.0859 -1.6081 2.7562
H 4.1673 -1.4767 -3.9084
H -3.4406 3.5107 -2.5133
H 4.7661 0.9985 5.5643
H 3.1125 1.9558 4.2623
H 8.7114 -1.6547 1.4340
H 2.7785 1.5690 -1.3830
H -3.9303 -1.1440 -3.6224
H -4.2777 -2.5436 -0.5933
```

No. 3
8 unconnected molecules or ions with the total composition C32H84N4O16 in a non-equilibrium geometry. Source: the OMol25 dataset; level of theory: ωB97M-V/def2-TZVPD.

Results
**LUMO level**: 0.464 eV
**Relative energy (zero: lowest compared OMol25 entry of this formula, charge and spin)**: 86.5 kJ/mol
**Total charge**: 0
**Total energy**: -73258.0170 eV
**Kohn-Sham gap**: 0.334 hartree
**E_HOMO**: -8.6 eV

XYZ file:
```
136
C32H84N4O16 | the OMol25 dataset | ωB97M-V/def2-TZVPD
O -5.0933 0.5092 -3.4348
O 0.1674 2.5655 2.6575
O 3.7081 3.6364 -1.7304
O -3.9158 3.3046 0.5793
O 1.9160 -5.4389 0.4768
O 1.1145 -0.7611 -0.5285
O -0.1887 0.9575 -2.2973
O 2.3871 0.7653 3.1578
O -1.6805 5.9104 -2.1774
O 2.1904 5.1137 4.6116
O -5.3638 -0.0589 0.6637
O 3.4287 -2.1660 0.4351
O 0.7591 -1.7257 -3.1695
O -0.6730 4.2293 4.7122
O -0.9462 -4.7003 0.0056
O -0.9848 -9.8802 0.3272
N -1.0722 -7.2117 1.1210
N 2.6993 0.3714 -3.0793
N -3.4287 3.5969 -2.2894
N 3.8109 3.1127 2.8696
C -2.1243 3.6580 -2.8204
C 0.0027 0.0325 -0.1382
C 2.2742 6.0007 5.7078
C 2.0760 -1.8847 -3.7329
C -1.6086 3.6110 3.8812
C 3.0402 2.7575 -2.6098
C 2.1738 -4.1564 0.9334
C 3.0839 -3.4362 -0.0322
C -0.0777 1.3019 -0.9153
C -1.1294 -3.3365 -0.4130
C -1.3809 -11.2135 0.3515
C 3.2828 5.3084 3.6364
C 3.5874 0.7359 2.3647
C 1.8200 -0.4788 3.4914
C 3.9112 2.1038 1.8425
C -4.9776 -0.7997 -2.9515
C 0.0538 -8.0945 1.5431
C -1.0734 2.2909 3.2606
C -4.3249 2.7794 -3.0238
C -1.4076 -7.0034 -0.2890
C -0.5159 -9.4860 1.6697
C -4.9422 2.3495 0.7753
C -1.1741 4.5149 -2.0384
C -4.0998 1.2744 -2.7079
C -0.2860 -1.6030 -4.1168
C 3.0814 -1.0350 -2.9287
C 3.5664 1.3182 -2.3933
C -1.9808 -5.5756 -0.3497
C -4.4030 0.9291 1.0220
C 3.0928 4.2902 2.5198
C 3.2323 4.9334 -1.8037
C -1.0635 6.6834 -1.1005
H -3.9757 -1.1728 -3.2092
H 2.5725 -1.0640 3.9872
H -2.2347 4.1615 -3.7815
H 1.9782 2.8615 -2.3012
H -0.6469 -11.9193 0.7034
H 1.9830 4.2369 2.4379
H -1.2395 -1.5439 -3.6097
H -1.3958 6.1909 -0.0988
H -1.2593 -3.3166 -1.4713
H -2.3192 -5.3941 -1.3642
H -5.8360 -1.4316 -3.3601
H 2.7754 -1.5497 0.1261
H -1.3078 4.2348 -0.9814
H -0.9783 1.9525 -0.7202
H 1.4784 -0.9944 2.5921
H 3.4067 6.3263 3.3488
H 3.3797 -0.0699 1.6269
H 2.6361 -3.3547 -1.0224
H 0.9368 2.0054 2.8584
H -2.1498 -7.6531 -0.5975
H -1.4342 7.6571 -1.2266
H 3.8165 5.5513 -1.1571
H -2.0533 -2.9398 0.0283
H 2.7699 0.5607 -4.0954
H -0.0934 4.5073 -2.4157
H 3.1606 5.9643 6.2856
H -3.0875 0.9784 -2.9138
H -3.4582 0.7570 0.4503
H -3.7681 3.2446 -0.4027
H 4.9637 1.9979 1.5000
H 2.7035 -4.2224 1.9094
H -5.0036 -0.8037 -1.8567
H 2.0880 -1.3909 -4.7358
H 4.0298 -4.0713 -0.1674
H 0.9561 -8.1330 0.8742
H 0.0860 0.1670 0.9643
H 3.1822 -1.3312 -1.8711
H 0.2634 -7.7460 2.5745
H 0.2185 -10.1985 2.0209
H 4.6748 1.3297 -2.5928
H 0.8998 -1.1981 -1.4013
H 1.2957 -3.5523 1.1614
H 1.4797 5.7605 6.4167
H -0.9074 -0.5062 -0.3469
H -1.8188 4.3329 3.0168
H 0.1474 4.3661 4.2849
H 2.0719 7.0203 5.3779
H -1.3444 -9.4477 2.4550
H 0.7578 0.6668 -2.4498
H -2.5584 3.4245 4.4875
H -6.2036 0.3282 0.3294
H -2.2851 -11.4714 0.9056
H 4.1867 5.0077 4.1613
H 4.4028 0.3899 3.0559
H 3.3999 2.6700 3.6782
H 4.0665 -1.2508 -3.3868
H -2.7740 -5.4954 0.4137
H 0.9978 -0.3145 4.1325
H -4.2431 0.9970 -1.6986
H -4.1765 2.9669 -4.0777
H -0.2751 -2.7057 -0.1553
H -5.5222 2.1993 -0.1724
H 3.1547 3.1123 -3.6707
H -1.5567 -11.6212 -0.6670
H -3.8562 4.5160 -2.2718
H -0.4975 -7.1608 -0.9350
H 2.1562 4.9675 -1.4858
H 1.0725 -5.4592 0.0463
H -0.9741 -6.2374 1.4079
H -4.1218 0.7540 2.0661
H -0.9913 1.5167 3.9888
H -1.7189 2.6506 -2.9902
H -1.8014 2.0434 2.4193
H -5.3229 2.9864 -2.7492
H 3.5087 1.1388 -1.3102
H 3.5002 4.7059 1.5761
H 3.3184 5.3423 -2.8476
H -0.2614 -0.6768 -4.6937
H -5.6014 2.6533 1.5982
H -0.4130 -2.4781 -4.8034
H 0.8287 1.8493 -0.7755
H 0.0157 6.5662 -1.1236
H 3.2976 2.3262 0.9701
H 2.3046 -2.9677 -3.8185
```